Entry 1:
{
  "formula": "C21H54ClNO5",
  "method": "ωB97M-V/def2-TZVPD",
  "elements": ["C", "C", "C", "C", "N", "C", "C", "C", "C", "C", "C", "C", "H", "H", "H", "H", "H", "H", "H", "H", "H", "H", "H", "H", "H", "H", "H", "H", "H", "H", "H", "H", "H", "H", "H", "H", "Cl", "C", "C", "O", "H", "H", "H", "H", "H", "H", "C", "C", "O", "H", "H", "H", "H", "H", "H", "C", "C", "O", "H", "H", "H", "H", "H", "H", "C", "C", "O", "H", "H", "H", "H", "H", "H", "C", "C", "O", "H", "H", "H", "H", "H", "H"],
  "xyz": [[6.921118, 1.998832, 1.465269], [5.918511, 2.276492, 0.303136], [4.519648, 2.045726, 0.733910], [3.549482, 2.404694, -0.450007], [2.210980, 1.589115, -0.589909], [1.356726, 1.516809, 0.535371], [0.653615, 0.102530, 0.518273], [1.794322, -0.807182, 0.012560], [2.670818, 0.140476, -0.815235], [1.357930, 2.190330, -1.726630], [2.170431, 2.336686, -3.126273], [1.283169, 2.717274, -4.221484], [7.289755, 0.893861, 1.466423], [6.436494, 2.300352, 2.500400], [8.055217, 2.411727, 1.229301], [6.219630, 1.713664, -0.546927], [5.925062, 3.359426, -0.105922], [4.297216, 2.645242, 1.737609], [4.377912, 0.996928, 0.964897], [4.147127, 2.107247, -1.143793], [3.245910, 3.359904, -0.383458], [0.784035, 2.399313, 0.664675], [1.943557, 1.640198, 1.413877], [-0.278410, 0.284928, -0.195667], [0.095791, 0.062484, 1.457739], [1.419136, -1.573852, -0.743990], [2.418605, -1.225153, 0.852172], [2.675286, -0.084451, -1.664167], [3.498397, -0.001452, -0.445536], [0.655145, 3.023856, -1.447885], [0.460758, 1.486015, -1.715462], [2.622163, 1.367914, -3.475485], [2.986188, 3.055450, -3.072358], [1.730353, 2.871256, -5.020302], [0.579799, 3.674371, -4.052801], [0.774095, 1.792598, -4.473961], [-2.640042, -1.197028, 0.243167], [-2.804262, 1.191149, -3.678824], [-1.896991, -0.030067, -3.931122], [-1.001481, -0.220346, -2.753177], [-3.717008, 1.034040, -4.418448], [-2.280210, 2.182046, -3.894171], [-3.216754, 1.273441, -2.784400], [-1.247201, -0.052752, -4.879089], [-2.498498, -0.909296, -3.850151], [-1.458169, -0.766847, -2.104352], [-2.186796, -4.990618, -3.769530], [-2.447019, -3.784332, -2.883456], [-2.116146, -3.892917, -1.536285], [-1.186588, -5.223788, -3.570352], [-2.381242, -4.507224, -4.799025], [-2.876772, -5.667494, -3.757004], [-3.372910, -3.284514, -3.054461], [-1.715487, -2.865616, -3.320812], [-2.358588, -3.080128, -0.894705], [-2.165839, 2.939441, 3.553496], [-2.427866, 1.728236, 2.602000], [-1.769659, 1.892185, 1.345497], [-2.525313, 2.882518, 4.558257], [-2.597080, 3.744236, 3.270020], [-1.136433, 3.283843, 3.459225], [-3.544603, 1.534421, 2.414769], [-2.167143, 0.795637, 2.919663], [-2.293581, 1.280147, 0.784502], [0.490302, -4.664353, 2.802103], [-0.033340, -3.647524, 1.884090], [-0.890992, -2.842464, 2.592038], [-0.101194, -5.375031, 3.050055], [0.571260, -4.124506, 3.794674], [1.439739, -5.285591, 2.659395], [-0.698316, -4.184425, 1.265866], [0.824426, -2.989490, 1.312384], [-1.355711, -2.292767, 2.041357], [-5.307679, -0.179958, 4.610385], [-4.291968, -1.169323, 4.020141], [-4.769593, -1.449181, 2.716193], [-5.500738, -0.157800, 5.839427], [-6.287997, -0.499594, 4.670509], [-5.213668, 0.860437, 4.131297], [-4.134117, -2.134418, 4.631079], [-3.317128, -0.955235, 4.116987], [-4.159577, -1.270762, 2.152427]],
  "forces_ev_per_angstrom": [[2.44, -0.39, 0.11], [1.30, 2.50, 0.54], [-2.52, 0.58, 2.02], [-2.87, -2.30, 5.68], [2.45, 0.74, -2.11], [-0.74, -1.08, 2.70], [-1.91, 3.10, -1.56], [-1.33, -0.44, -0.47], [-8.36, 3.96, 9.01], [-0.71, -1.75, -1.45], [0.20, -0.82, 2.28], [-6.55, 0.22, 5.63], [-1.51, 1.50, 0.28], [1.55, -0.53, -2.07], [-3.13, -0.09, 0.90], [0.00, -0.85, -0.80], [0.53, -1.32, 0.94], [0.34, -1.19, -2.17], [-0.02, -0.28, 0.40], [2.77, -1.07, -5.50], [-0.61, 3.50, -0.36], [-1.39, 0.55, -0.63], [1.06, -0.64, 0.96], [2.12, -1.15, 0.98], [0.66, -1.00, 0.11], [0.37, 0.52, 1.62], [-0.91, 0.11, -0.90], [-0.28, -2.85, -13.08], [8.87, -0.46, 3.46], [1.99, 0.34, 0.27], [1.45, -0.09, -1.16], [-0.25, 0.64, 0.93], [0.08, 0.06, 0.61], [4.71, 1.95, -7.27], [1.31, -2.40, -0.11], [-1.32, 0.25, 0.14], [0.20, 0.10, -0.13], [1.03, 0.27, -6.72], [1.14, 0.17, 1.96], [0.37, 0.75, -1.32], [1.78, 0.77, 1.21], [-0.70, -1.27, 0.03], [-1.50, -0.25, 4.30], [-1.14, 0.33, 1.47], [-0.60, -0.59, -0.84], [-0.30, -0.04, 0.20], [1.59, 6.47, -1.47], [2.52, 3.98, -0.67], [-0.49, 0.63, 2.28], [1.36, -1.11, -0.30], [1.02, -0.86, 1.11], [-3.70, -4.60, 0.88], [-1.39, -0.22, 0.05], [-1.28, -2.24, 0.61], [0.40, -1.96, -2.35], [2.84, -4.99, 0.11], [-2.39, 2.25, -0.49], [-0.71, 0.17, -0.39], [0.29, -0.92, 0.85], [-3.63, 5.27, -2.77], [0.50, -0.69, 0.58], [1.14, 0.92, 0.27], [1.30, -2.36, 1.83], [0.74, 0.19, -0.08], [5.99, 3.26, 2.08], [1.61, 1.01, -2.15], [1.42, -0.61, 3.87], [-4.90, -4.57, 1.03], [0.58, -0.50, -0.80], [-0.76, 1.60, -0.51], [-0.06, -0.45, -2.21], [-1.98, -1.81, 1.13], [-2.02, 2.12, -2.54], [1.49, 1.60, 3.30], [-4.05, -2.50, 1.33], [-5.56, -1.77, 6.06], [2.26, 0.62, -2.34], [-2.31, -1.10, -2.04], [-0.29, -1.55, 1.03], [-1.46, 0.79, -0.62], [3.62, 2.22, -0.60], [6.30, 1.63, -6.17]],
  "lowdin_charge": [-0.13, -0.31, -0.21, -0.05, -0.16, -0.16, -0.13, -0.09, -0.05, -0.04, -0.21, -0.12, 0.08, 0.10, 0.12, 0.10, 0.14, 0.16, 0.11, 0.05, 0.11, 0.12, 0.12, 0.09, 0.10, 0.15, 0.13, 0.03, 0.04, 0.15, 0.13, 0.13, 0.10, -0.02, 0.15, 0.08, 0.00, -0.08, -0.25, -0.17, 0.12, 0.08, 0.00, 0.13, 0.06, -0.01, -0.06, -0.38, -0.16, 0.06, 0.11, 0.00, 0.09, 0.13, 0.00, -0.04, -0.28, -0.14, 0.07, -0.01, 0.08, 0.13, 0.05, 0.01, -0.10, -0.35, -0.07, -0.01, 0.10, 0.11, 0.10, 0.14, -0.07, -0.09, -0.31, -0.03, 0.12, 0.01, 0.08, 0.13, 0.05, -0.15],
  "homo_energy_ev": -8.450,
  "homo_lumo_gap_ha": 0.308,
  "lumo_ev": -0.1
}


Entry 2:
{
  "formula": "C4H14NO2",
  "method": "ωB97M-V/def2-TZVPD",
  "elements": ["C", "C", "C", "C", "N", "H", "H", "H", "H", "H", "H", "H", "H", "H", "H", "H", "H", "O", "H", "H", "O"],
  "xyz": [[-2.411521, 1.661289, -1.475841], [-1.501260, 0.778608, -0.372264], [-1.162680, -0.640085, -1.004259], [0.024971, -1.191045, -0.905498], [0.709853, -0.970383, 0.445552], [-1.662779, 2.161384, -2.087816], [-2.879479, 0.954003, -2.191270], [-2.964113, 2.423668, -0.978027], [-0.519537, 1.227528, 0.046976], [-2.110651, 0.630416, 0.560268], [-2.141061, -1.089268, -1.287781], [0.276206, -2.208355, -1.165821], [1.259072, -1.915674, 0.690610], [0.188537, -0.704975, 1.238553], [1.490248, -0.383887, 0.294250], [0.625557, 2.454057, 2.592070], [1.267129, 2.968006, 1.346039], [0.861984, 2.150450, 1.674487], [3.911472, -2.551867, 1.479256], [3.470637, -3.322770, 0.355702], [3.267412, -2.431090, 0.744807]],
  "forces_ev_per_angstrom": [[3.33, -2.02, 0.53], [0.22, -0.50, 0.02], [-2.73, 2.67, 1.32], [-0.60, -2.02, 2.35], [2.98, -3.25, -2.00], [0.01, 0.21, -0.06], [-0.44, 0.61, 0.92], [-0.90, 0.06, 0.23], [-1.76, -0.07, -1.19], [0.20, -0.07, -0.89], [1.41, -0.01, -1.28], [-0.16, 0.08, -0.69], [-1.33, 2.22, -0.44], [-1.15, 0.74, 0.82], [1.12, 1.47, 0.41], [0.17, -0.75, -1.14], [0.01, -0.32, -0.31], [-0.12, 0.95, 1.46], [-0.67, 0.95, -0.13], [-0.74, 1.10, -0.28], [1.14, -2.05, 0.36]],
  "nbo_charge": [-0.59, -0.48, -0.09, -0.12, -0.71, 0.22, 0.22, 0.23, 0.23, 0.22, 0.25, 0.22, 0.48, 0.44, 0.44, 0.49, 0.49, -0.97, 0.50, 0.49, -0.97],
  "homo_energy_ev": -14.007,
  "total_charge": 1,
  "homo_lumo_gap_ha": 0.388,
  "lumo_ev": -3.4
}


Entry 3:
{
  "formula": "C12H20NO",
  "method": "ωB97M-V/def2-TZVPD",
  "elements": ["C", "O", "C", "C", "C", "C", "C", "C", "C", "H", "H", "H", "H", "H", "H", "H", "H", "H", "C", "C", "C", "C", "N", "H", "H", "H", "H", "H", "H", "H", "H", "H", "H", "H"],
  "xyz": [[-3.322161, 0.124374, 1.143479], [-2.828500, -0.359785, -0.125571], [-1.951916, 0.349895, -0.786987], [-1.760002, 0.106351, -2.181528], [-0.934297, 0.992183, -2.924634], [-0.626712, 0.701273, -4.247133], [-1.149196, -0.446631, -4.860919], [-2.027632, -1.283243, -4.154804], [-2.347630, -1.019164, -2.831024], [-4.056623, -0.615286, 1.464681], [-2.508788, 0.203951, 1.878817], [-3.791876, 1.110446, 1.019408], [-1.522770, 1.231977, -0.286011], [-0.537931, 1.872186, -2.410772], [0.030620, 1.364049, -4.814254], [-0.898485, -0.675760, -5.895261], [-2.463348, -2.155082, -4.645052], [-3.009793, -1.666550, -2.254496], [3.862685, 0.219081, 4.068961], [2.862251, 0.694551, 3.023893], [2.234227, -0.409557, 2.180259], [1.230840, 0.152112, 1.164178], [0.620449, -0.866517, 0.341005], [4.234621, 1.083985, 4.623070], [3.407232, -0.468760, 4.787514], [4.723691, -0.279119, 3.613486], [2.061909, 1.253750, 3.522582], [3.358404, 1.401543, 2.349394], [3.013420, -0.949395, 1.624343], [1.724703, -1.135596, 2.830930], [0.466457, 0.754920, 1.692727], [1.764936, 0.820723, 0.472160], [0.225316, -1.615321, 0.903075], [-0.084100, -0.491582, -0.285515]],
  "forces_ev_per_angstrom": [[0.01, 0.31, 0.81], [1.17, 0.80, -1.04], [-1.93, -0.17, -0.29], [0.21, -0.21, 0.10], [0.14, -0.35, 0.28], [0.06, 0.20, -0.04], [-0.22, 0.28, 0.55], [-0.25, -0.14, 0.23], [0.35, 0.14, 0.08], [0.18, 0.20, -0.06], [-0.15, -0.17, -0.32], [0.10, -0.40, -0.13], [-0.01, -0.36, -0.15], [0.02, -0.24, -0.34], [-0.25, -0.21, 0.23], [-0.02, 0.06, 0.25], [0.16, 0.28, 0.14], [0.20, 0.11, -0.30], [0.03, 0.04, 0.01], [-0.13, 0.11, -0.12], [-0.16, -0.13, -0.32], [0.22, 0.71, 0.16], [-0.17, -0.71, -0.09], [0.04, -0.14, 0.03], [0.03, 0.04, -0.10], [-0.12, 0.01, 0.02], [0.05, 0.00, -0.02], [-0.03, 0.00, 0.06], [-0.16, 0.01, 0.15], [0.09, 0.06, -0.09], [0.31, 0.02, 0.07], [-0.07, 0.04, 0.31], [-0.07, 0.09, -0.17], [0.37, -0.30, 0.08]],
  "nbo_charge": [-0.27, -0.41, 0.42, -0.14, -0.11, -0.22, -0.07, -0.21, -0.12, 0.24, 0.22, 0.21, 0.22, 0.23, 0.25, 0.25, 0.25, 0.24, -0.60, -0.39, -0.40, -0.21, -0.80, 0.22, 0.21, 0.21, 0.19, 0.20, 0.21, 0.19, 0.14, 0.19, 0.36, 0.32],
  "homo_energy_ev": -12.305,
  "total_charge": 1,
  "homo_lumo_gap_ha": 0.241,
  "lumo_ev": -5.8
}


Entry 4:
{
  "formula": "C4H9N2",
  "method": "ωB97M-V/def2-TZVPD",
  "elements": ["C", "C", "C", "N", "C", "N", "H", "H", "H", "H", "H", "H", "H", "H", "H"],
  "xyz": [[-1.155609, -1.099837, 0.360233], [-0.078726, -0.097566, 0.654507], [1.035093, 0.064706, -0.340457], [0.446358, 0.650001, -1.601710], [-0.118505, 0.780096, 1.845060], [0.596787, -0.124909, 2.302895], [-1.992587, -0.608824, -0.139369], [-1.543735, -1.540739, 1.276544], [-0.785704, -1.915543, -0.260733], [1.485167, -0.895374, -0.601903], [1.816413, 0.727002, 0.039816], [1.144614, 0.756981, -2.344229], [0.031804, 1.571179, -1.406820], [-0.305388, 0.028836, -1.932920], [-0.575982, 1.703992, 2.149087]],
  "forces_ev_per_angstrom": [[0.06, 0.16, 0.08], [1.26, -0.18, 2.52], [0.07, -0.17, 0.77], [-0.12, 0.14, -0.24], [-0.09, -0.14, -0.48], [-0.90, 0.03, -2.38], [-0.18, -0.11, -0.09], [0.01, 0.07, 0.01], [0.01, -0.08, -0.07], [-0.07, 0.08, -0.16], [-0.17, -0.02, -0.23], [-0.13, -0.04, 0.04], [0.10, -0.25, -0.11], [0.23, 0.25, -0.05], [-0.08, 0.26, 0.39]],
  "nbo_charge": [-0.67, -0.03, -0.25, -0.67, 0.03, -0.19, 0.22, 0.27, 0.22, 0.24, 0.25, 0.45, 0.45, 0.45, 0.22],
  "homo_energy_ev": -13.692,
  "total_charge": 1,
  "smiles": "C[C@@]1(C[NH3+])C=N1",
  "homo_lumo_gap_ha": 0.355,
  "lumo_ev": -4.0
}


Values for relative energy (zero: lowest compared OMol25 entry of this formula, charge and spin), kcal/mol, ordered as above
45.1, 75.5, 46.5, 72.2